# 1
Formula: C36H62B2N2O14P
Source: the OMol25 dataset
Level of theory: the ωB97M-V functional and the def2-TZVPD basis

Last columns: bonded neighbours and bond lengths (Å).
Geometry (Å):
1 C 6.44776 -1.49160 -1.09570  C2 1.657, H32 1.193, H33 1.181, H34 1.170
2 C 5.68950 -2.45205 0.02219  C1 1.657, B3 1.659, H35 1.172, H36 1.174
3 B 4.57251 -3.42231 -0.72786  C2 1.659, O4 1.476, C5 1.655
4 O 5.08958 -4.59948 -1.45320  B3 1.476, H37 1.005
5 C 2.98378 -2.97205 -0.61246  B3 1.655, C6 1.648, C23 1.673
6 C 2.19024 -2.68441 0.80349  C5 1.648, N7 1.512, H38 1.188
7 N 0.74040 -2.25547 0.84187  C6 1.512, C8 1.543, H39 1.055
8 C -0.14522 -2.05140 -0.40566  N7 1.543, C9 1.641, C19 1.672
9 C -1.70043 -1.61895 -0.10803  C8 1.641, C10 1.639, H40 1.193, H41 1.194
10 C -2.23682 -0.32489 -0.95876  C9 1.639, C11 1.673, H42 1.175, H43 1.177
11 C -3.62753 0.18310 -0.18016  C10 1.673, C12 1.640, H44 1.182, H45 1.189
12 C -4.75865 -0.99514 -0.03643  C11 1.640, C13 1.672, H46 1.192, H47 1.170
13 C -6.21175 -0.61277 -0.77029  C12 1.672, C14 1.671, H48 1.185, H49 1.170
14 C -6.87034 -2.06726 -1.26416  C13 1.671, C15 1.661, H50 1.188, H51 1.182
15 C -6.65187 -2.33979 -2.88781  C14 1.661, C16 1.642, H52 1.182, H53 1.188
16 C -5.10357 -2.84834 -3.08483  C15 1.642, O17 1.485, H54 1.178, H55 1.183
17 O -5.07133 -3.70950 -4.29391  C16 1.485, C18 1.489
18 C -3.67522 -3.68283 -4.81010  O17 1.489, H56 1.182, H57 1.191, H58 1.176
19 C 0.48433 -2.29045 -1.93655  C8 1.672, P20 1.909, C23 1.656
20 P -0.55213 -2.02343 -3.51750  C19 1.909, C21 1.948, O22 1.745
21 C -0.14626 -0.19238 -4.04516  P20 1.948, H59 1.193, H60 1.187, H61 1.170
22 O 0.01201 -2.97422 -4.86771  P20 1.745, H62 1.009
23 C 2.06669 -2.77573 -1.99735  C5 1.673, C19 1.656, C24 1.666
24 C 2.87862 -3.12019 -3.41059  C23 1.666, O25 1.352, O26 1.471
25 O 3.37029 -2.11208 -4.16616  C24 1.352
26 O 3.05967 -4.54342 -3.73493  C24 1.471, B27 1.476
27 B 2.01252 -5.39644 -3.13963  O26 1.476, O28 1.480, N29 1.548
28 O 0.81724 -5.75532 -3.93608  B27 1.480, H63 1.002
29 N 2.08467 -6.01295 -1.72120  B27 1.548, C30 1.532, C31 1.542
30 C 0.78029 -6.74616 -1.39421  N29 1.532, H64 1.191, H65 1.194, H66 1.172
31 C 3.13309 -7.14413 -1.70471  N29 1.542, H67 1.171, H68 1.190, H69 1.181
32 H 6.95608 -0.61738 -0.46348  C1 1.193
33 H 5.67914 -0.95306 -1.81208  C1 1.181
34 H 7.30833 -2.02951 -1.67844  C1 1.170
35 H 6.42802 -3.08494 0.67523  C2 1.172
36 H 5.09018 -1.72668 0.72407  C2 1.174
37 H 5.57928 -4.34728 -2.29330  O4 1.005
38 H 2.82747 -2.82960 1.79536  C6 1.188
39 H 0.30734 -2.10657 1.79213  N7 1.055
40 H -2.35615 -2.59770 -0.29857  C9 1.193
41 H -1.81330 -1.41134 1.06225  C9 1.194
42 H -2.57203 -0.55764 -2.06008  C10 1.175
43 H -1.46902 0.56646 -1.00337  C10 1.177
44 H -3.37333 0.71731 0.84293  C11 1.182
45 H -4.09446 1.01491 -0.88918  C11 1.189
46 H -4.97244 -1.12906 1.12875  C12 1.192
47 H -4.45495 -2.03576 -0.47778  C12 1.170
48 H -6.99806 -0.17014 -0.00161  C13 1.185
49 H -6.07211 0.03948 -1.73171  C13 1.170
50 H -8.04677 -2.10274 -1.09923  C14 1.188
51 H -6.43437 -2.98667 -0.66183  C14 1.182
52 H -6.88306 -1.30688 -3.41420  C15 1.182
53 H -7.37438 -3.18089 -3.31360  C15 1.188
54 H -4.82161 -3.46224 -2.12018  C16 1.178
55 H -4.41492 -1.89103 -3.17525  C16 1.183
56 H -3.40343 -4.73788 -5.26816  C18 1.182
57 H -2.97253 -3.56581 -3.85600  C18 1.191
58 H -3.50869 -2.80838 -5.57914  C18 1.176
59 H 1.04293 -0.11389 -3.98398  C21 1.193
60 H -0.40299 -0.00214 -5.18861  C21 1.187
61 H -0.60398 0.60264 -3.31882  C21 1.170
62 H 0.12762 -2.35192 -5.65394  O22 1.009
63 H -0.00426 -5.27134 -3.62861  O28 1.002
64 H 0.58659 -7.64901 -2.14694  C30 1.191
65 H 0.83495 -7.22911 -0.30356  C30 1.194
66 H -0.13331 -6.01532 -1.46388  C30 1.172
67 H 3.71318 -7.09088 -2.72014  C31 1.171
68 H 3.84981 -6.87347 -0.79384  C31 1.190
69 H 2.63218 -8.19324 -1.49520  C31 1.181
70 O 9.54719 -1.84584 -1.23534  C71 1.220
71 C 9.66119 -2.71332 -0.38525  O70 1.220, O72 1.365, C75 1.499
72 O 8.71731 -3.66495 -0.12507  C71 1.365, C73 1.427
73 C 9.13231 -4.44147 0.99769  O72 1.427, C74 1.506, H76 1.095, H77 1.094
74 C 10.62667 -4.26718 1.07134  C73 1.506, C75 1.508, H78 1.093, H79 1.097
75 C 10.82179 -2.86566 0.55068  C71 1.499, C74 1.508, H80 1.094, H81 1.092
76 H 8.62505 -4.06256 1.89116  C73 1.095
77 H 8.85050 -5.48763 0.84690  C73 1.094
78 H 11.02896 -4.42063 2.07621  C74 1.093
79 H 11.11703 -4.98063 0.39790  C74 1.097
80 H 10.73910 -2.12059 1.34683  C75 1.094
81 H 11.77164 -2.76312 0.02090  C75 1.092
82 O -5.42968 0.53107 2.64073  C83 1.220
83 C -5.24112 1.63285 3.12930  O82 1.220, O84 1.365, C87 1.499
84 O -5.62290 2.80807 2.54853  C83 1.365, C85 1.427
85 C -5.14793 3.89695 3.33879  O84 1.427, C86 1.506, H88 1.095, H89 1.094
86 C -4.92633 3.32347 4.71391  C85 1.506, C87 1.508, H90 1.093, H91 1.097
87 C -4.52375 1.90097 4.41758  C83 1.499, C86 1.508, H92 1.094, H93 1.092
88 H -4.22246 4.27522 2.89204  C85 1.095
89 H -5.89164 4.69911 3.34625  C85 1.094
90 H -4.18423 3.87598 5.29629  C86 1.093
91 H -5.86902 3.32907 5.27455  C86 1.097
92 H -3.44664 1.80879 4.25279  C87 1.094
93 H -4.85556 1.21819 5.20315  C87 1.092
94 O -3.39490 8.47913 2.15333  C95 1.220
95 C -2.76471 7.56217 1.65311  O94 1.220, O96 1.365, C99 1.499
96 O -2.91299 6.24896 1.99619  C95 1.365, C97 1.427
97 C -1.94560 5.46952 1.29447  O96 1.427, C98 1.506, H100 1.095, H101 1.094
98 C -1.55819 6.29909 0.09837  C97 1.506, C99 1.508, H102 1.093, H103 1.097
99 C -1.69210 7.70864 0.61667  C95 1.499, C98 1.508, H104 1.094, H105 1.092
100 H -1.09808 5.28114 1.96184  C97 1.095
101 H -2.38580 4.51190 1.00154  C97 1.094
102 H -0.56030 6.06580 -0.28234  C98 1.093
103 H -2.27686 6.13683 -0.71415  C98 1.097
104 H -0.77350 8.05375 1.09926  C99 1.094
105 H -1.99822 8.39896 -0.17274  C99 1.092
106 O 1.03896 8.01342 4.20327  C107 1.220
107 C 0.45681 9.01686 4.58061  O106 1.220, O108 1.365, C111 1.499
108 O 1.07876 10.17579 4.94699  C107 1.365, C109 1.427
109 C 0.10392 11.09648 5.43463  O108 1.427, C110 1.506, H112 1.095, H113 1.094
110 C -1.20398 10.64232 4.84127  C109 1.506, C111 1.508, H114 1.093, H115 1.097
111 C -1.02602 9.14758 4.75466  C107 1.499, C110 1.508, H116 1.094, H117 1.092
112 H 0.10070 11.05485 6.52889  C109 1.095
113 H 0.36461 12.11098 5.11925  C109 1.094
114 H -2.07285 10.94609 5.43113  C110 1.093
115 H -1.31781 11.05759 3.83251  C110 1.097
116 H -1.32256 8.64810 5.68115  C111 1.094
117 H -1.56182 8.72866 3.89977  C111 1.092

As for the multiplicity: 1. As for the HOMO energy: -11.4 eV. The net charge is +1. As for the lowest unoccupied orbital energy: -0.1743 Ha. The value obtained for the HOMO-LUMO gap is 6.7 eV.

Atom charges from the Mulliken analysis, given in e for atoms 1 to 2:
1 C -0.855
2 C -0.142

# 2
Formula: C36H62Br2O32
Source: the OMol25 dataset
Level of theory: the ωB97M-V functional and the def2-TZVPD basis

Last columns: bonded neighbours and bond lengths (Å).
Geometry (Å):
1 O -1.89894 2.35908 2.15589  C2 1.363
2 C -1.57594 1.77539 0.96783  O1 1.363, C3 1.651, C9 1.651
3 C -0.56658 0.46915 0.99836  C2 1.651, C4 1.510, H11 1.170
4 C -0.47470 -0.31886 -0.28695  C3 1.510, Br5 2.039, C6 1.645
5 Br 0.69526 -1.98784 -0.34600  C4 2.039
6 C -1.33425 0.19343 -1.59255  C4 1.645, O7 1.345, C8 1.652
7 O -1.31722 -0.58829 -2.68743  C6 1.345
8 C -2.17588 1.61213 -1.67612  C6 1.652, C9 1.516, H12 1.190
9 C -2.27302 2.40674 -0.38890  C2 1.651, C8 1.516, Br10 2.023
10 Br -3.25306 4.17528 -0.33722  C9 2.023
11 H 0.00985 0.17381 1.97263  C3 1.170
12 H -2.68952 2.00337 -2.67548  C8 1.190
13 C 5.74773 0.24432 1.86055  O14 1.426, H19 1.094, H20 1.095, H21 1.095
14 O 6.24148 -0.89083 1.15215  C13 1.426, C15 1.357
15 C 5.37630 -1.93490 1.09835  O14 1.357, O16 1.221, O17 1.357
16 O 4.25935 -1.96686 1.59071  C15 1.221
17 O 5.96923 -2.93715 0.40175  C15 1.357, C18 1.426
18 C 5.16869 -4.10942 0.26389  O17 1.426, H22 1.095, H23 1.095, H24 1.093
19 H 6.52072 1.01760 1.84056  C13 1.094
20 H 4.85052 0.64191 1.37537  C13 1.095
21 H 5.54360 -0.01132 2.90533  C13 1.095
22 H 4.24824 -3.88597 -0.28506  C18 1.095
23 H 4.94134 -4.53918 1.24480  C18 1.095
24 H 5.74096 -4.84417 -0.30911  C18 1.093
25 C 9.32846 -2.65276 -5.61101  O26 1.426, H31 1.094, H32 1.095, H33 1.095
26 O 8.53893 -1.74428 -4.84584  C25 1.426, C27 1.357
27 C 8.69159 -1.86635 -3.50296  O26 1.357, O28 1.221, O29 1.357
28 O 9.42269 -2.66156 -2.93363  C27 1.221
29 O 7.88992 -0.95028 -2.90342  C27 1.357, C30 1.426
30 C 7.94752 -0.96328 -1.47843  O29 1.426, H34 1.095, H35 1.095, H36 1.093
31 H 9.12730 -2.46644 -6.66965  C25 1.094
32 H 10.39489 -2.48560 -5.42869  C25 1.095
33 H 9.05328 -3.68812 -5.38543  C25 1.095
34 H 8.95875 -0.72866 -1.13077  C30 1.095
35 H 7.61716 -1.93108 -1.08753  C30 1.095
36 H 7.26815 -0.19184 -1.10554  C30 1.093
37 C -9.00647 1.29006 0.31658  O38 1.426, H43 1.094, H44 1.095, H45 1.095
38 O -8.12583 0.88284 1.36197  C37 1.426, C39 1.357
39 C -6.89765 1.45789 1.31291  O38 1.357, O40 1.221, O41 1.357
40 O -6.51442 2.26042 0.47619  C39 1.221
41 O -6.16988 0.98535 2.35616  C39 1.357, C42 1.426
42 C -4.84508 1.50805 2.43198  O41 1.426, H46 1.095, H47 1.095, H48 1.093
43 H -9.95800 0.76896 0.45413  C37 1.094
44 H -9.19363 2.36749 0.36725  C37 1.095
45 H -8.59990 1.01184 -0.66110  C37 1.095
46 H -4.86576 2.59423 2.56715  C42 1.095
47 H -4.27206 1.23860 1.53889  C42 1.095
48 H -4.35515 1.06259 3.30217  C42 1.093
49 C 10.78959 5.36490 -2.77357  O50 1.426, H55 1.094, H56 1.095, H57 1.095
50 O 11.28334 4.22975 -3.48198  C49 1.426, C51 1.357
51 C 10.41817 3.18568 -3.53577  O50 1.357, O52 1.221, O53 1.357
52 O 9.30122 3.15372 -3.04341  C51 1.221
53 O 11.01110 2.18343 -4.23237  C51 1.357, C54 1.426
54 C 10.21056 1.01116 -4.37023  O53 1.426, H58 1.095, H59 1.095, H60 1.093
55 H 11.56259 6.13818 -2.79356  C49 1.094
56 H 9.89239 5.76249 -3.25875  C49 1.095
57 H 10.58546 5.10926 -1.72879  C49 1.095
58 H 9.29011 1.23461 -4.91918  C54 1.095
59 H 9.98320 0.58140 -3.38932  C54 1.095
60 H 10.78282 0.27641 -4.94323  C54 1.093
61 C -11.18024 1.46275 3.86364  O62 1.426, H67 1.094, H68 1.095, H69 1.095
62 O -12.22626 2.42699 3.76237  C61 1.426, C63 1.357
63 C -13.28349 2.02689 3.01157  O62 1.357, O64 1.221, O65 1.357
64 O -13.39453 0.95089 2.44508  C63 1.221
65 O -14.19572 3.03139 3.00041  C63 1.357, C66 1.426
66 C -15.37046 2.74883 2.24264  O65 1.426, H70 1.095, H71 1.095, H72 1.093
67 H -10.38764 1.88805 4.48555  C61 1.094
68 H -11.54281 0.54900 4.34538  C61 1.095
69 H -10.76185 1.24178 2.87636  C61 1.095
70 H -15.90061 1.88645 2.65946  C66 1.095
71 H -15.11969 2.57925 1.19054  C66 1.095
72 H -16.02930 3.61945 2.30303  C66 1.093
73 C 7.85206 -2.30560 3.13733  O74 1.426, H79 1.094, H80 1.095, H81 1.095
74 O 8.60981 -3.50982 3.23648  C73 1.426, C75 1.357
75 C 9.93564 -3.35687 2.99090  O74 1.357, O76 1.221, O77 1.357
76 O 10.49601 -2.31030 2.70509  C75 1.221
77 O 10.52985 -4.57010 3.11852  C75 1.357, C78 1.426
78 C 11.93702 -4.56164 2.88644  O77 1.426, H82 1.095, H83 1.095, H84 1.093
79 H 6.80706 -2.54518 3.35290  C73 1.094
80 H 8.19573 -1.57152 3.87317  C73 1.095
81 H 7.90916 -1.89580 2.12372  C73 1.095
82 H 12.44412 -3.91770 3.61218  C78 1.095
83 H 12.15754 -4.24202 1.86282  C78 1.095
84 H 12.30706 -5.58252 3.01511  C78 1.093
85 C -12.52792 -2.46091 6.26946  O86 1.426, H91 1.094, H92 1.095, H93 1.095
86 O -11.64728 -2.86813 7.31485  C85 1.426, C87 1.357
87 C -10.41911 -2.29307 7.26578  O86 1.357, O88 1.221, O89 1.357
88 O -10.03587 -1.49055 6.42907  C87 1.221
89 O -9.69134 -2.76562 8.30903  C87 1.357, C90 1.426
90 C -8.36653 -2.24292 8.38486  O89 1.426, H94 1.095, H95 1.095, H96 1.093
91 H -13.47945 -2.98201 6.40700  C85 1.094
92 H -12.71508 -1.38348 6.32012  C85 1.095
93 H -12.12135 -2.73913 5.29177  C85 1.095
94 H -8.38721 -1.15673 8.52002  C90 1.095
95 H -7.79351 -2.51237 7.49176  C90 1.095
96 H -7.87660 -2.68838 9.25504  C90 1.093
97 C 12.31474 3.86307 -6.34883  O98 1.426, H103 1.094, H104 1.095, H105 1.095
98 O 11.26501 3.56110 -7.26594  C97 1.426, C99 1.357
99 C 11.32998 4.24793 -8.43451  O98 1.357, O100 1.221, O101 1.357
100 O 12.18371 5.06614 -8.73898  C99 1.221
101 O 10.28053 3.86655 -9.20557  C99 1.357, C102 1.426
102 C 10.22003 4.51276 -10.47554  O101 1.426, H106 1.095, H107 1.095, H108 1.093
103 H 12.16334 3.25777 -5.45073  C97 1.094
104 H 13.28829 3.60493 -6.77779  C97 1.095
105 H 12.28444 4.91900 -6.06133  C97 1.095
106 H 11.10986 4.28072 -11.06956  C102 1.095
107 H 10.10602 5.59470 -10.35312  C102 1.095
108 H 9.34321 4.13259 -11.00690  C102 1.093
109 C -5.79259 1.94460 -6.53411  O110 1.426, H115 1.094, H116 1.095, H117 1.095
110 O -6.58212 2.85307 -5.76893  C109 1.426, C111 1.357
111 C -6.42947 2.73100 -4.42606  O110 1.357, O112 1.221, O113 1.357
112 O -5.69837 1.93580 -3.85672  C111 1.221
113 O -7.23114 3.64707 -3.82651  C111 1.357, C114 1.426
114 C -7.17354 3.63408 -2.40152  O113 1.426, H118 1.095, H119 1.095, H120 1.093
115 H -5.99375 2.13091 -7.59274  C109 1.094
116 H -4.72617 2.11175 -6.35179  C109 1.095
117 H -6.06778 0.90924 -6.30852  C109 1.095
118 H -6.16231 3.86870 -2.05387  C114 1.095
119 H -7.50390 2.66628 -2.01062  C114 1.095
120 H -7.85291 4.40551 -2.02864  C114 1.093
121 C -9.38818 -4.15743 4.68400  O122 1.426, H127 1.094, H128 1.095, H129 1.095
122 O -8.63043 -5.36166 4.78316  C121 1.426, C123 1.357
123 C -7.30461 -5.20871 4.53758  O122 1.357, O124 1.221, O125 1.357
124 O -6.74423 -4.16214 4.25177  C123 1.221
125 O -6.71039 -6.42194 4.66520  C123 1.357, C126 1.426
126 C -5.30322 -6.41347 4.43312  O125 1.426, H130 1.095, H131 1.095, H132 1.093
127 H -10.43318 -4.39702 4.89957  C121 1.094
128 H -9.04451 -3.42335 5.41985  C121 1.095
129 H -9.33108 -3.74764 3.67040  C121 1.095
130 H -4.79612 -5.76953 5.15885  C126 1.095
131 H -5.08270 -6.09385 3.40950  C126 1.095
132 H -4.93318 -7.43436 4.56178  C126 1.093

As for the multiplicity: 1. As for the HOMO energy: -10.0 eV. The SMILES is O=C1C=C(Br)C(=O)C=C1Br.COC(=O)OC.COC(=O)OC.COC(=O)OC.COC(=O)OC.COC(=O)OC.COC(=O)OC.COC(=O)OC.COC(=O)OC.COC(=O)OC.COC(=O)OC. As for the lowest unoccupied orbital energy: -0.0862 Ha. The value obtained for the HOMO-LUMO gap is 7.7 eV.

Atom charges from the Mulliken analysis, given in e for atoms 1 to 2:
1 O -0.537
2 C 0.421